{"formula": "C8H15FN5", "method": "the ωB97M-V functional and the def2-TZVPD basis", "smiles": "C=Cn1nnc(CNC)[n+]1CCCF", "total_charge": 1, "total_energy_ev": -18690.5606, "species": ["C", "C", "N", "N", "N", "C", "C", "N", "C", "N", "C", "C", "C", "F", "H", "H", "H", "H", "H", "H", "H", "H", "H", "H", "H", "H", "H", "H", "H"], "positions_angstrom": [[4.771, -0.254, -0.743], [3.540, 0.030, 0.049], [2.286, -0.814, 0.099], [2.077, -2.145, 0.479], [0.726, -2.448, 0.367], [-0.068, -1.244, -0.109], [-1.688, -1.133, -0.344], [-2.465, -2.390, 0.030], [-3.756, -2.074, 0.753], [1.056, -0.233, -0.284], [0.818, 1.173, -0.793], [0.285, 2.233, 0.341], [-1.291, 2.685, 0.062], [-1.944, 2.839, 1.384], [5.354, -1.268, -0.787], [5.207, 0.662, -1.372], [3.539, 1.052, 0.662], [-1.957, -0.760, -1.437], [-2.087, -0.274, 0.380], [-1.919, -3.004, 0.678], [-4.571, -1.541, 0.091], [-4.234, -3.125, 1.056], [-3.623, -1.473, 1.751], [-0.029, 1.105, -1.629], [1.743, 1.669, -1.320], [0.436, 1.874, 1.451], [0.929, 3.228, 0.235], [-1.263, 3.745, -0.475], [-1.871, 1.885, -0.576]], "mulliken_charge": [-0.457, -0.224, 0.507, -0.416, -0.176, 0.314, -0.255, -0.375, -0.822, 0.140, -0.864, -0.420, -0.224, -0.316, 0.291, 0.246, 0.362, 0.266, 0.191, 0.324, 0.280, 0.309, 0.313, 0.449, 0.375, 0.352, 0.318, 0.304, 0.205]}

{"formula": "C3H4OS", "method": "the ωB97M-V functional and the def2-TZVPD basis", "smiles": "O=C[C@H]1CS1", "total_charge": 0, "total_energy_ev": -16054.6078, "e_above_lowest_kcal_mol": 80.8, "species": ["O", "C", "C", "C", "S", "H", "H", "H", "H"], "positions_angstrom": [[-2.574, 0.075, -0.199], [-1.396, -0.399, 0.399], [-0.113, -0.080, -0.295], [0.823, 1.160, 0.226], [1.563, -0.442, -0.084], [-1.163, -1.099, 1.316], [-0.677, 0.299, -1.176], [0.837, 1.236, 1.398], [0.696, 1.960, -0.591]], "mulliken_charge": [-0.518, 0.073, -0.194, -0.472, -0.087, 0.269, 0.355, 0.294, 0.280]}

{"formula": "C24H48BFN3O17S", "method": "the ωB97M-V functional and the def2-TZVPD basis", "total_charge": 1, "total_energy_ev": -79165.7927, "e_above_lowest_kcal_mol": 67.6, "species": ["C", "C", "O", "C", "B", "N", "O", "C", "C", "C", "F", "N", "C", "C", "N", "C", "S", "H", "H", "H", "H", "H", "H", "H", "H", "H", "H", "H", "H", "H", "H", "H", "H", "H", "H", "C", "O", "C", "O", "O", "C", "H", "H", "H", "H", "H", "H", "C", "O", "C", "O", "O", "C", "H", "H", "H", "H", "H", "H", "C", "O", "C", "O", "O", "C", "H", "H", "H", "H", "H", "H", "C", "O", "C", "O", "O", "C", "H", "H", "H", "H", "H", "H", "C", "O", "C", "O", "O", "C", "H", "H", "H", "H", "H", "H"], "positions_angstrom": [[1.591, 8.744, 1.925], [1.114, 7.306, 2.472], [2.198, 6.515, 2.978], [1.782, 5.191, 3.406], [2.896, 4.139, 2.804], [3.362, 4.098, 1.400], [3.457, 3.186, 3.747], [0.273, 4.806, 3.061], [-0.090, 3.264, 3.402], [-1.516, 3.144, 4.158], [-1.220, 3.041, 5.552], [-0.135, 5.178, 1.644], [-1.611, 5.043, 1.416], [0.260, 6.618, 1.311], [0.883, 6.724, -0.055], [-0.032, 6.906, -0.955], [-1.061, 6.720, -2.236], [1.586, 9.527, 2.747], [2.642, 8.700, 1.510], [0.813, 9.087, 1.162], [0.374, 7.542, 3.318], [1.871, 5.130, 4.551], [2.672, 4.488, 0.751], [4.292, 4.510, 1.279], [3.845, 3.662, 4.508], [-0.415, 5.420, 3.747], [-0.203, 2.749, 2.395], [0.657, 2.779, 4.100], [-2.043, 2.182, 3.849], [-2.195, 4.029, 3.967], [0.389, 4.549, 1.004], [-1.948, 3.954, 1.350], [-2.123, 5.473, 2.348], [-2.005, 5.606, 0.519], [-0.718, 7.213, 1.243], [-2.542, -3.257, 2.508], [-1.877, -2.004, 2.680], [-0.638, -2.103, 3.180], [-0.073, -3.123, 3.480], [-0.134, -0.862, 3.288], [1.193, -0.809, 3.812], [-3.532, -3.057, 2.099], [-1.998, -3.887, 1.801], [-2.661, -3.764, 3.466], [1.888, -1.341, 3.160], [1.225, -1.216, 4.824], [1.492, 0.239, 3.852], [-5.504, -1.895, -3.557], [-4.370, -1.153, -3.110], [-3.730, -1.704, -2.068], [-4.032, -2.728, -1.513], [-2.694, -0.912, -1.751], [-1.918, -1.381, -0.650], [-5.941, -1.359, -4.399], [-5.205, -2.888, -3.898], [-6.254, -1.968, -2.767], [-1.476, -2.354, -0.877], [-2.525, -1.434, 0.255], [-1.110, -0.668, -0.481], [-5.071, -9.131, 1.593], [-4.408, -7.879, 1.765], [-3.168, -7.978, 2.266], [-2.605, -9.000, 2.565], [-2.664, -6.739, 2.375], [-1.337, -6.691, 2.900], [-6.061, -8.929, 1.184], [-4.527, -9.761, 0.887], [-5.189, -9.639, 2.552], [-0.645, -7.225, 2.246], [-1.308, -7.102, 3.911], [-1.034, -5.645, 2.944], [2.325, -5.943, -1.511], [2.597, -5.056, -2.595], [1.597, -4.207, -2.873], [0.539, -4.146, -2.299], [1.980, -3.438, -3.903], [1.006, -2.478, -4.311], [3.199, -6.580, -1.377], [2.159, -5.385, -0.588], [1.466, -6.578, -1.738], [0.787, -1.781, -3.500], [0.094, -2.974, -4.650], [1.422, -1.914, -5.146], [5.033, -1.351, -5.841], [5.302, -0.464, -6.924], [4.301, 0.383, -7.200], [3.243, 0.442, -6.624], [4.681, 1.153, -8.230], [3.705, 2.111, -8.636], [5.907, -1.989, -5.705], [4.868, -0.793, -4.917], [4.175, -1.987, -6.067], [3.487, 2.807, -7.823], [2.794, 1.613, -8.973], [4.120, 2.674, -9.471]], "mulliken_charge": [-1.198, 0.144, -0.359, -0.399, 0.496, -0.585, -0.556, -0.545, -0.671, -0.292, -0.328, 0.342, -0.694, -0.481, -0.546, 0.474, -0.146, 0.359, 0.296, 0.353, 0.279, 0.379, 0.240, 0.279, 0.316, 0.469, 0.402, 0.205, 0.280, 0.269, 0.705, 0.298, 0.361, 0.253, 0.596, -0.672, -0.321, 0.667, -0.564, -0.189, -0.485, 0.291, 0.285, 0.386, 0.325, 0.332, -0.032, -0.628, -0.341, 0.757, -0.528, -0.327, -0.529, 0.221, 0.293, 0.294, 0.285, 0.256, 0.242, -0.643, -0.301, 0.675, -0.537, -0.179, -0.527, 0.218, 0.293, 0.293, 0.311, 0.312, 0.083, -0.602, -0.318, 0.777, -0.548, -0.262, -0.581, 0.239, 0.263, 0.286, 0.290, 0.305, 0.144, -0.548, -0.305, 0.786, -0.545, -0.317, -0.621, 0.256, 0.275, 0.219, 0.282, 0.293, 0.225]}

{"formula": "C2H4ClFS", "method": "the ωB97M-V functional and the def2-TZVPD basis", "total_charge": 0, "total_energy_ev": -28208.9882, "e_above_lowest_kcal_mol": 114.4, "species": ["C", "C", "H", "H", "H", "H", "F", "S", "Cl"], "positions_angstrom": [[0.619, 0.474, 0.860], [-0.739, 0.771, 0.308], [3.035, 1.014, -0.260], [0.494, 0.258, 1.940], [1.368, 1.466, 0.680], [-1.384, 1.347, 1.101], [-0.292, 1.475, -0.717], [1.531, -0.709, -0.191], [-1.451, -0.793, -0.057]], "mulliken_charge": [-0.793, 0.290, 0.095, 0.333, 0.214, 0.273, -0.196, -0.056, -0.160]}

{"formula": "C3H6FNO3", "method": "the ωB97M-V functional and the def2-TZVPD basis", "total_charge": 0, "total_energy_ev": -13553.6787, "e_above_lowest_kcal_mol": 93.5, "species": ["C", "C", "C", "N", "O", "O", "O", "F", "H", "H", "H", "H", "H", "H"], "positions_angstrom": [[0.715, 0.462, 0.270], [-2.197, 0.146, -0.467], [3.091, -0.171, 0.545], [-0.197, -0.270, 0.786], [0.914, 1.449, -0.398], [3.389, 0.978, -0.004], [-1.638, -0.012, 0.811], [3.136, -1.271, -0.257], [-1.729, 0.973, -1.011], [-3.243, 0.379, -0.276], [-2.121, -0.776, -1.055], [3.323, -0.408, 1.570], [0.014, -1.049, 1.391], [2.562, 1.419, -0.415]], "mulliken_charge": [0.451, -0.504, 0.006, -0.144, -0.611, -0.481, -0.300, -0.219, 0.220, 0.255, 0.248, 0.339, 0.238, 0.502]}

{"formula": "C5H9N2O", "method": "the ωB97M-V functional and the def2-TZVPD basis", "smiles": "CC1=CN(C)N([O-])C1", "total_charge": -1, "total_energy_ev": -10354.5560, "e_above_lowest_kcal_mol": 42.0, "species": ["C", "C", "C", "N", "C", "N", "O", "C", "H", "H", "H", "H", "H", "H", "H", "H", "H"], "positions_angstrom": [[2.555, -0.282, -0.069], [1.037, -0.205, 0.001], [0.282, 0.901, 0.214], [-1.085, 0.671, 0.514], [-2.293, 1.290, -0.003], [-1.228, -1.040, 0.202], [-1.767, -1.168, -0.996], [0.176, -1.485, 0.223], [2.969, 0.700, 0.171], [2.829, -0.320, -1.198], [3.059, -1.058, 0.605], [0.603, 1.912, 0.212], [-2.101, 2.057, -0.790], [-2.688, 0.445, -0.451], [-2.929, 1.756, 0.693], [0.263, -2.259, -0.553], [0.319, -1.916, 1.225]], "mulliken_charge": [-1.163, 0.321, -0.429, -0.340, -0.628, -0.313, -0.712, -0.236, 0.303, 0.210, 0.257, 0.425, 0.221, 0.311, 0.250, 0.333, 0.190]}